A molecular structure, C17H22BBr51N2O2P, computed with ωB97M-V/def2-TZVPD.

Charge   -1
Frontier orbital gap   5.632 eV
HOMO energy   -5.14 eV

Last column: Löwdin charge in e.
CARTESIAN COORDINATES (ANGSTROEM)
1 N -2.29793 -2.33817 0.84952  -0.384
2 P -1.31588 -1.08133 0.99103  0.618
3 B 0.44474 -1.54938 1.64978  -0.700
4 O 1.04660 -2.49279 0.61239  -0.109
5 N 1.94032 -3.29373 1.14132  -0.294
6 O 2.32039 -4.10277 0.30914  -0.307
7 H -1.79096 -3.18224 1.11134  -0.112
8 H -1.20092 -0.46513 -0.28891  -0.068
9 H -1.81103 -0.07600 1.87718  -0.033
10 H 0.39317 -2.06816 2.72840  -0.042
11 H 1.09561 -0.53659 1.77731  0.021
12 C 4.63819 -6.26406 2.40951  -1.500
13 Br 6.05567 -5.95492 3.70830  0.463
14 Br 3.58595 -4.67385 2.04564  0.818
15 Br 5.33346 -7.03249 0.77393  0.517
16 H 3.96908 -6.99519 2.84585  -0.026
17 C 2.94329 -2.62966 6.06588  -1.613
18 Br 4.29352 -4.00599 6.05136  0.551
19 Br 3.51311 -1.07577 7.07237  0.524
20 Br 2.37067 -2.16186 4.28527  0.655
21 H 2.08263 -3.03762 6.57900  -0.134
22 C -5.61392 -0.56115 -1.16794  -1.615
23 Br -4.18660 0.19648 -0.12285  0.598
24 Br -5.05517 -0.89397 -2.98490  0.528
25 Br -6.35112 -2.14640 -0.34366  0.556
26 H -6.40570 0.17379 -1.20757  -0.109
27 C -7.30423 2.29911 -4.58841  -1.595
28 Br -8.53412 3.56169 -5.37928  0.545
29 Br -5.56052 3.06811 -4.29924  0.519
30 Br -8.00396 1.52583 -2.96560  0.595
31 H -7.18220 1.49012 -5.29820  -0.023
32 C -1.82326 1.58956 -4.69216  -1.578
33 Br -1.27612 0.31047 -3.36025  0.598
34 Br -3.27290 0.92009 -5.78130  0.528
35 Br -2.23959 3.30831 -3.90045  0.535
36 H -0.98001 1.74454 -5.35245  -0.030
37 C 8.64088 -9.36091 5.44615  -1.611
38 Br 10.02312 -8.88345 4.18773  0.543
39 Br 8.04502 -7.83736 6.46737  0.567
40 Br 7.17332 -10.26279 4.57370  0.573
41 H 9.07649 -10.06168 6.14609  -0.034
42 C 7.97634 -10.58981 0.66787  -1.624
43 Br 8.76155 -8.82904 0.58116  0.523
44 Br 6.05600 -10.51865 0.83321  0.532
45 Br 8.52561 -11.69062 -0.82303  0.558
46 H 8.35398 -11.06158 1.56696  -0.050
47 C -10.63643 -2.75889 -0.33421  -1.643
48 Br -10.11294 -4.53174 -0.88495  0.564
49 Br -10.29382 -1.45396 -1.71181  0.542
50 Br -12.47291 -2.70547 0.26159  0.556
51 H -10.01837 -2.49409 0.51448  -0.033
52 C 5.72289 1.83587 8.62939  -1.643
53 Br 4.02006 1.60480 9.50643  0.542
54 Br 6.17379 3.70186 8.42357  0.560
55 Br 7.12444 0.85455 9.52139  0.562
56 H 5.62676 1.41957 7.63392  -0.045
57 C -10.57765 4.74243 -9.19984  -1.635
58 Br -8.90159 3.88917 -9.62850  0.563
59 Br -10.45162 5.79077 -7.58463  0.546
60 Br -11.24980 5.78660 -10.67765  0.562
61 H -11.29696 3.95572 -9.01292  -0.029
62 C -1.05318 -3.42407 8.26150  -1.618
63 Br 0.38126 -2.65383 9.30084  0.572
64 Br -0.50222 -3.77791 6.44992  0.643
65 Br -1.78941 -4.99581 9.10939  0.559
66 H -1.84471 -2.68741 8.21602  -0.029
67 C -1.78578 6.77718 -5.50413  -1.639
68 Br -0.97349 8.52900 -5.54264  0.578
69 Br -3.71106 6.88498 -5.40229  0.568
70 Br -1.20270 5.68698 -6.98675  0.563
71 H -1.44542 6.29017 -4.59858  -0.055
72 C 9.12527 -3.72533 1.73309  -1.618
73 Br 7.63832 -3.76815 0.50468  0.576
74 Br 8.80238 -2.52089 3.20657  0.567
75 Br 9.60774 -5.49395 2.34984  0.508
76 H 9.97574 -3.33907 1.18721  -0.036
77 C 1.43435 11.37532 -4.51979  -1.640
78 Br 2.80040 12.42313 -5.38942  0.584
79 Br 2.17745 10.17747 -3.20426  0.578
80 Br 0.04544 12.48586 -3.77188  0.563
81 H 0.97281 10.76062 -5.28225  -0.076
82 C -3.28085 14.37320 -5.01606  -1.653
83 Br -2.46271 16.12110 -5.04778  0.560
84 Br -5.20488 14.48400 -4.91983  0.570
85 Br -2.70058 13.28627 -6.49903  0.548
86 H -2.94533 13.88168 -4.11155  -0.049
87 C 3.67426 7.04663 -1.43284  -1.658
88 Br 5.06785 6.75551 -0.13084  0.574
89 Br 4.25997 6.60460 -3.21808  0.552
90 Br 2.04992 6.11743 -0.96440  0.572
91 H 3.44890 8.10527 -1.42456  -0.078
92 C -1.92353 -6.86967 0.79497  -1.630
93 Br -3.24265 -5.64376 0.10807  0.581
94 Br -0.18877 -6.03876 0.94159  0.623
95 Br -2.48217 -7.66235 2.46947  0.537
96 H -1.83109 -7.67563 0.07900  -0.038